1.
{"formula": "C36H41F4N2O9S", "method": "ωB97M-V/def2-TZVPD", "largest_force_ev_per_a": 1.01, "total_energy_ha": -2980.7693, "total_charge": -1, "orbital_gap_ev": 6.75, "multiplicity": 1, "species": ["C", "C", "C", "O", "O", "C", "C", "N", "N", "C", "C", "C", "C", "S", "O", "O", "O", "C", "C", "O", "O", "C", "O", "O", "H", "H", "H", "H", "H", "H", "H", "H", "H", "H", "H", "H", "H", "H", "H", "H", "H", "H", "H", "H", "H", "F", "C", "C", "C", "C", "C", "C", "H", "H", "H", "H", "H", "F", "C", "C", "C", "C", "C", "C", "H", "H", "H", "H", "H", "F", "C", "C", "C", "C", "C", "C", "H", "H", "H", "H", "H", "F", "C", "C", "C", "C", "C", "C", "H", "H", "H", "H", "H"], "coordinates": [[4.254, -1.666, -0.043], [3.999, -2.841, -1.020], [2.535, -2.842, -1.346], [2.074, -2.328, -2.329], [1.770, -3.423, -0.392], [0.635, -2.631, 0.019], [-0.693, -3.083, -0.610], [-1.709, -3.151, 0.415], [-1.529, -4.379, 1.153], [-3.106, -2.959, -0.053], [-3.271, -1.449, -0.259], [-2.906, -0.597, 0.969], [-1.817, 0.434, 0.686], [-2.220, 1.640, -0.573], [-1.889, 2.948, -0.078], [-3.562, 1.482, -1.045], [-1.184, 1.354, -1.761], [-3.399, -3.770, -1.358], [-3.360, -2.983, -2.629], [-2.442, -2.895, -3.410], [-4.519, -2.311, -2.847], [-4.146, -3.476, 1.035], [-4.658, -2.580, 1.737], [-4.363, -4.698, 1.041], [3.565, -0.853, -0.251], [5.262, -1.272, -0.162], [4.104, -2.001, 0.982], [4.560, -2.695, -1.939], [4.289, -3.768, -0.528], [0.560, -2.696, 1.103], [0.841, -1.593, -0.249], [-0.520, -4.064, -1.081], [-0.972, -2.393, -1.401], [-1.679, -4.167, 2.134], [-0.551, -4.640, 1.076], [-2.606, -1.139, -1.080], [-4.288, -1.230, -0.566], [-2.562, -1.221, 1.788], [-3.798, -0.087, 1.326], [-0.853, -0.030, 0.462], [-1.658, 1.058, 1.567], [-0.887, 0.433, -1.722], [-4.400, -4.187, -1.260], [-2.728, -4.623, -1.430], [-4.360, -1.705, -3.585], [3.682, 1.332, -0.724], [4.593, 2.325, -0.766], [5.589, 2.353, 0.189], [6.527, 3.375, 0.137], [6.451, 4.347, -0.850], [5.435, 4.295, -1.795], [4.494, 3.275, -1.762], [5.622, 1.588, 0.953], [7.316, 3.417, 0.873], [7.182, 5.144, -0.880], [5.369, 5.054, -2.564], [3.696, 3.211, -2.488], [-3.789, 5.172, 5.953], [-3.844, 4.463, 4.799], [-2.817, 4.596, 3.888], [-2.874, 3.864, 2.708], [-3.957, 3.029, 2.458], [-4.973, 2.910, 3.397], [-4.922, 3.630, 4.582], [-1.989, 5.258, 4.105], [-2.080, 3.943, 1.979], [-4.003, 2.468, 1.534], [-5.812, 2.255, 3.204], [-5.700, 3.551, 5.330], [8.561, 5.314, 1.856], [9.567, 4.841, 2.622], [9.978, 3.534, 2.453], [11.014, 3.059, 3.244], [11.614, 3.884, 4.186], [11.178, 5.193, 4.336], [10.147, 5.684, 3.547], [9.496, 2.906, 1.716], [11.353, 2.039, 3.122], [12.419, 3.506, 4.802], [11.640, 5.838, 5.071], [9.794, 6.702, 3.642], [-10.799, -4.836, -5.881], [-9.633, -4.427, -5.326], [-9.381, -4.732, -4.004], [-8.183, -4.312, -3.444], [-7.264, -3.596, -4.201], [-7.548, -3.303, -5.528], [-8.739, -3.721, -6.105], [-10.113, -5.286, -3.431], [-7.964, -4.544, -2.410], [-6.336, -3.271, -3.753], [-6.837, -2.743, -6.122], [-8.978, -3.508, -7.138]], "mulliken_charge": [-0.812, -0.509, 0.604, -0.565, -0.448, -0.822, -0.907, 1.138, -0.858, 0.977, -1.453, -0.341, -0.847, 1.360, -0.643, -0.629, -0.555, -1.023, 0.599, -0.637, -0.450, 0.006, -0.722, -0.707, 0.109, 0.355, 0.298, 0.361, 0.296, 0.660, 0.326, 0.351, 0.189, 0.213, 0.233, 0.463, 0.649, 0.600, 0.203, -0.047, 0.536, 0.390, 0.432, 0.328, 0.322, -0.222, 0.418, -0.615, 0.186, -0.671, -0.307, -0.688, 0.426, 0.216, 0.405, 0.364, 0.433, -0.338, 0.390, -0.521, -0.250, -0.448, -0.560, -0.424, 0.410, 0.419, 0.489, 0.386, 0.411, -0.278, 0.599, -0.390, -0.406, -0.558, -0.296, -0.537, 0.414, 0.346, 0.367, 0.350, 0.413, -0.325, 0.320, -0.487, -0.474, -0.261, -0.365, -0.472, 0.413, 0.428, 0.497, 0.363, 0.405]}

2.
{"formula": "C36H41GeN5O2PtS2Se", "method": "ωB97M-V/def2-TZVPD", "largest_force_ev_per_a": 0.56, "total_energy_ha": -7213.8398, "total_charge": 3, "orbital_gap_ev": [6.41, 4.49], "multiplicity": 2, "relative_energy_ev": 0.000, "species": ["Pt", "C", "O", "C", "C", "O", "C", "H", "H", "H", "H", "H", "H", "H", "H", "H", "H", "C", "Ge", "C", "C", "C", "C", "C", "C", "C", "C", "C", "C", "C", "C", "C", "C", "C", "C", "H", "H", "H", "H", "H", "H", "H", "H", "H", "H", "H", "H", "H", "H", "H", "C", "C", "C", "C", "N", "C", "S", "N", "C", "H", "H", "H", "H", "H", "H", "H", "H", "S", "C", "N", "C", "C", "C", "N", "H", "H", "H", "H", "Se", "C", "C", "C", "N", "C", "C", "H", "H", "H", "H"], "coordinates": [[0.374, -0.846, 1.361], [-0.292, -0.650, 4.923], [0.711, -0.724, 3.903], [1.649, 0.337, 3.985], [2.798, 0.014, 3.075], [2.363, -0.143, 1.695], [3.475, -0.533, 0.870], [0.162, -0.810, 5.902], [-1.014, -1.438, 4.724], [-0.791, 0.321, 4.900], [2.046, 0.421, 5.002], [1.175, 1.287, 3.721], [3.281, -0.916, 3.386], [3.529, 0.825, 3.084], [4.269, 0.203, 0.991], [3.134, -0.535, -0.155], [3.841, -1.519, 1.167], [1.371, -1.876, -1.823], [0.181, -0.458, -1.206], [-1.614, -0.768, -1.889], [-2.832, -0.456, -1.293], [-4.027, -0.760, -1.931], [-4.019, -1.366, -3.182], [-2.810, -1.661, -3.796], [-1.614, -1.370, -3.149], [0.933, 1.275, -1.662], [2.273, 1.272, -1.972], [2.951, 2.430, -2.404], [2.261, 3.596, -2.548], [0.865, 3.646, -2.302], [0.143, 4.842, -2.543], [-1.210, 4.889, -2.379], [-1.898, 3.735, -1.948], [-1.222, 2.577, -1.684], [0.182, 2.483, -1.857], [1.586, -1.683, -2.875], [0.858, -2.829, -1.723], [2.319, -1.919, -1.292], [-2.863, 0.033, -0.325], [-4.968, -0.502, -1.462], [-4.951, -1.588, -3.684], [-2.794, -2.107, -4.781], [-0.686, -1.617, -3.652], [2.850, 0.356, -1.923], [4.005, 2.377, -2.642], [2.759, 4.492, -2.897], [0.685, 5.709, -2.901], [-1.760, 5.793, -2.606], [-2.977, 3.763, -1.851], [-1.778, 1.707, -1.374], [-0.522, 6.178, 0.975], [0.317, 4.954, 1.043], [1.686, 4.918, 0.938], [2.335, 3.686, 1.021], [1.658, 2.537, 1.202], [0.354, 2.585, 1.274], [-0.716, 1.211, 1.473], [-0.311, 3.768, 1.212], [3.820, 3.597, 0.950], [0.100, 7.069, 0.958], [-1.197, 6.236, 1.831], [-1.124, 6.156, 0.064], [2.243, 5.833, 0.798], [-1.325, 3.757, 1.238], [4.226, 4.339, 0.264], [4.124, 2.603, 0.636], [4.242, 3.804, 1.937], [-1.738, -1.713, 1.677], [-2.242, -2.894, 0.509], [-3.481, -3.403, 0.733], [-4.035, -4.319, -0.088], [-3.327, -4.740, -1.177], [-2.062, -4.181, -1.353], [-1.531, -3.288, -0.524], [-4.011, -3.074, 1.533], [-5.026, -4.668, 0.171], [-3.733, -5.469, -1.862], [-1.448, -4.468, -2.199], [1.273, -3.078, 1.955], [0.466, -4.591, 1.123], [0.916, -5.103, -0.081], [0.248, -6.213, -0.585], [-0.795, -6.778, 0.016], [-1.169, -6.306, 1.200], [-0.563, -5.216, 1.814], [1.751, -4.676, -0.622], [0.566, -6.659, -1.520], [-1.988, -6.822, 1.690], [-0.886, -4.887, 2.794]], "lowdin_spin": [0.055, 0.001, 0.013, 0.001, 0.000, 0.004, 0.010, 0.000, 0.000, 0.000, 0.000, 0.000, 0.000, 0.000, 0.000, 0.000, 0.008, 0.000, 0.000, 0.000, 0.001, 0.000, 0.000, 0.000, 0.000, 0.001, 0.001, 0.000, 0.001, 0.000, 0.000, 0.000, 0.000, 0.000, 0.000, 0.000, 0.000, 0.001, 0.000, 0.000, 0.000, 0.000, 0.000, 0.000, 0.000, 0.000, 0.000, 0.000, 0.000, 0.000, 0.000, 0.000, 0.001, 0.000, 0.001, 0.001, 0.001, 0.000, 0.000, 0.000, 0.000, 0.000, 0.000, 0.000, 0.000, 0.000, 0.000, 0.027, 0.000, 0.002, 0.000, 0.002, -0.001, 0.002, 0.000, 0.000, 0.000, 0.000, 0.744, 0.068, 0.021, 0.001, 0.004, 0.001, 0.021, 0.003, 0.000, 0.000, 0.004]}